162
Properties=species:S:1:pos:R:3 method="wB97M-V/def2-TZVPD" charge=0 gap_ha=0.219 max_force_ha_per_bohr=0.069 lumo_energy_ev=-2.1 e_homo_ev=-8.1
Ag 4.4144 0.3663 -0.7732
C -0.4362 -0.3986 -0.4592
F -0.1732 -1.1260 -1.5822
F -0.4234 0.8843 -0.9496
F -1.6361 -0.7212 -0.0928
S 0.9838 -0.6471 0.8169
O 0.8058 -2.0345 1.2901
O 2.2629 -0.4478 0.0646
O 0.8122 0.3442 1.9037
C -1.8993 2.6058 1.2434
C -0.4955 3.1752 1.2427
C -0.4753 4.7432 1.0901
O -1.1709 5.2448 -0.0079
C -0.5841 5.1032 -1.3279
N 0.1951 2.9851 2.4833
H -1.8456 1.5173 1.2636
H -2.4486 2.9438 0.3647
H -2.5260 2.8288 2.1069
H 0.1662 2.8333 0.4469
H 0.5291 5.1657 1.0629
H -0.9585 5.1555 1.9758
H -1.2279 5.6133 -2.0445
H -0.5265 4.0413 -1.5670
H 0.3988 5.5675 -1.4079
H 0.4980 2.0343 2.3271
H 1.0312 3.5500 2.5255
C -0.7488 -0.9790 6.2014
C -0.7830 0.3340 5.3921
C 0.4274 1.2212 5.6638
O 0.2836 1.7278 6.9962
C 1.2536 2.7084 7.3225
N -0.7433 -0.0975 3.9940
H 0.0720 -1.6344 5.9101
H -1.6653 -1.5576 6.0862
H -0.5189 -0.7726 7.2467
H -1.7229 0.8220 5.6500
H 0.3647 2.0881 5.0061
H 1.4163 0.7778 5.5477
H 1.2530 3.6286 6.7382
H 2.2340 2.2512 7.1884
H 1.1969 2.8818 8.3971
H -0.0025 -0.7495 3.7791
H -0.3884 0.7043 3.4928
C 4.4222 0.4301 2.5286
C 3.8661 1.7248 1.9113
C 3.6224 2.8646 2.9404
O 3.0143 3.9669 2.2334
C 3.1891 5.1743 2.9379
N 4.8121 2.0981 0.9024
H 4.4979 -0.3237 1.7449
H 3.7819 0.1048 3.3486
H 5.4215 0.6312 2.9145
H 2.9186 1.4468 1.4498
H 4.5904 3.0774 3.3940
H 3.0317 2.5200 3.7892
H 2.9135 5.9634 2.2383
H 4.1876 5.3456 3.3399
H 2.4381 5.1823 3.7279
H 5.6654 2.2979 1.4045
H 4.4677 3.0373 0.7634
C -3.4972 0.6531 -2.5291
C -4.6224 -0.3202 -2.5266
C -5.0284 -0.8301 -1.1393
O -6.0098 -1.8714 -1.3319
C -6.4044 -2.6368 -0.1940
N -5.6763 0.4454 -3.1214
H -3.2737 1.0310 -3.5268
H -2.5726 0.1181 -2.3124
H -3.6259 1.4611 -1.8089
H -4.3111 -1.1595 -3.1486
H -5.5102 -0.0391 -0.5645
H -4.1770 -1.1653 -0.5469
H -7.0940 -3.4657 -0.3536
H -7.0368 -2.0991 0.5125
H -5.5318 -2.9565 0.3756
H -5.3578 0.7376 -4.0342
H -6.4598 -0.1732 -3.2749
C -4.3745 -1.6900 4.6888
C -4.0560 -1.5520 3.1619
C -4.1797 -0.1361 2.5548
O -5.5818 0.3597 2.6039
C -5.6486 1.7156 2.2290
N -2.6938 -2.0357 3.0522
H -3.7443 -1.0531 5.3095
H -4.4159 -2.7390 4.9818
H -5.3582 -1.2527 4.8597
H -4.7224 -2.2679 2.6808
H -3.9431 -0.2852 1.5013
H -3.4429 0.5157 3.0243
H -6.6238 2.1989 2.2871
H -5.2263 1.9034 1.2418
H -5.1025 2.3868 2.8918
H -2.5287 -2.0226 2.0558
H -2.0896 -1.3884 3.5380
C -1.9933 -3.3147 -2.7189
C -1.4291 -3.3037 -4.1705
C -0.9150 -1.9345 -4.6914
O -0.9198 -1.8047 -6.1363
C -0.2706 -2.8879 -6.8667
N -0.3720 -4.3640 -4.1854
H -2.3128 -4.3335 -2.4996
H -2.8887 -2.6965 -2.6542
H -1.2944 -2.9692 -1.9572
H -2.1550 -3.7551 -4.8468
H 0.0550 -1.7758 -4.2203
H -1.5561 -1.1273 -4.3370
H -0.2648 -2.7518 -7.9482
H -0.7399 -3.8689 -6.7924
H 0.7440 -3.1140 -6.5388
H -0.6953 -5.2817 -3.9144
H 0.4105 -4.1079 -3.6004
C 2.1792 -5.1260 4.7741
C 2.1183 -3.9364 3.7311
C 3.4248 -3.8295 2.9180
O 4.4440 -3.3327 3.6877
C 5.6406 -3.3362 2.9937
N 0.9732 -4.0570 2.8662
H 2.4846 -6.0464 4.2762
H 1.2738 -5.3540 5.3365
H 3.0019 -5.0462 5.4847
H 1.9179 -2.9880 4.2297
H 3.3531 -3.1318 2.0837
H 3.7520 -4.7848 2.5075
H 6.3251 -2.6835 3.5355
H 5.5432 -2.9491 1.9794
H 5.9949 -4.3660 2.9468
H 0.9931 -3.2782 2.2234
H 1.2401 -4.8495 2.2997
C 4.7914 -2.7770 -5.1264
C 3.3318 -2.8260 -4.5302
C 3.2479 -3.3446 -3.0649
O 1.8912 -3.7230 -2.8457
C 1.6412 -4.0268 -1.4820
N 2.9144 -1.4680 -4.5808
H 5.4615 -2.5925 -4.2867
H 4.9943 -2.0998 -5.9560
H 5.0345 -3.7608 -5.5277
H 2.7316 -3.4682 -5.1748
H 3.6125 -2.5110 -2.4647
H 3.7681 -4.2886 -2.9027
H 2.3499 -4.7482 -1.0753
H 0.6435 -4.3760 -1.2162
H 1.7195 -3.1346 -0.8608
H 1.9586 -1.5984 -4.2814
H 2.8576 -1.1721 -5.5449
C 0.7505 6.0046 -7.1816
C 0.7503 5.1089 -5.8606
C -0.4959 4.3358 -5.5981
O -0.4019 3.8245 -4.3118
C -0.8332 2.4347 -4.2427
N 1.9545 4.2618 -5.9396
H 1.6650 6.5947 -7.2418
H -0.0556 6.7370 -7.2246
H 0.8168 5.4883 -8.1393
H 0.9240 5.8317 -5.0635
H -0.7114 3.6191 -6.3905
H -1.3028 5.0596 -5.4835
H -0.1005 1.7207 -4.6188
H -1.8202 2.2480 -4.6658
H -0.9534 2.0985 -3.2129
H 1.8929 3.6046 -5.1752
H 2.7911 4.8187 -5.8392

***

157
Properties=species:S:1:pos:R:3 method="wB97M-V/def2-TZVPD" charge=0 relative_energy_kcal_mol=63.1 gap_ha=0.320 max_force_ha_per_bohr=0.065 smiles=COC[C@H](C)N.COC[C@H](C)N.COC[C@H](C)N.COC[C@H](C)N.COC[C@H](C)N.COCCNCCOC.COCCNCCOC.COCCNCCOC lumo_energy_ev=0.5 e_homo_ev=-8.2
C -4.0877 -5.7023 9.0095
O -5.0568 -5.5840 7.9709
C -4.8954 -4.3857 7.2674
C -6.0213 -4.2099 6.3141
C -5.7090 -3.0957 5.2826
N -7.2426 -3.7789 6.9821
H -3.1519 -6.0475 8.5696
H -4.5286 -6.4095 9.7090
H -4.0059 -4.7524 9.5493
H -4.8754 -3.5677 8.0116
H -3.8744 -4.3921 6.8599
H -6.1740 -5.1223 5.7141
H -4.7229 -3.1878 4.8096
H -5.6166 -2.1253 5.7892
H -6.5353 -2.9727 4.5884
H -8.0699 -3.7918 6.4123
H -7.4361 -4.2251 7.8687
C -2.2090 -1.3603 -3.1101
O -3.0078 -1.1893 -1.9584
C -2.7739 0.0800 -1.2728
C -3.8519 0.2901 -0.2512
C -3.6627 1.5450 0.5737
N -4.1422 -0.9024 0.6122
H -1.4470 -2.1279 -2.8976
H -1.6451 -0.4626 -3.3553
H -2.8132 -1.7371 -3.9299
H -1.7357 0.1607 -0.9009
H -2.9278 0.8687 -2.0309
H -4.7904 0.3667 -0.8187
H -3.3289 2.3818 -0.0478
H -2.8423 1.3537 1.2766
H -4.5690 1.7900 1.1148
H -3.3857 -1.1402 1.2615
H -4.1543 -1.6461 -0.0954
C -0.0781 -3.8567 6.6570
O 1.2855 -3.4780 6.6635
C 1.5270 -2.3153 5.8642
C 3.0402 -2.1678 5.7182
C 3.3580 -0.9966 4.7877
N 3.6167 -3.4057 5.0573
H -0.1828 -4.7540 7.2449
H -0.3733 -4.0032 5.6029
H -0.6920 -3.0190 7.0192
H 0.9663 -2.5005 4.9291
H 1.0851 -1.4570 6.4039
H 3.4777 -2.0895 6.7150
H 3.2065 -1.2534 3.7474
H 4.4279 -0.7472 4.8962
H 2.9737 -0.0558 5.2020
H 3.1856 -3.3986 4.1377
H 3.3034 -4.1845 5.6358
C 5.3980 -6.9987 -0.6706
O 5.2186 -5.5925 -0.3948
C 3.9618 -5.2019 0.0502
C 4.0457 -3.8033 0.5454
C 4.8206 -3.7574 1.9037
N 2.6778 -3.1903 0.7603
H 6.4654 -7.1732 -0.5838
H 5.0489 -7.2266 -1.6766
H 4.8969 -7.5275 0.1543
H 3.1537 -5.3540 -0.6787
H 3.7743 -5.8110 0.9633
H 4.6420 -3.1090 -0.0631
H 5.8549 -4.0965 1.7575
H 4.3393 -4.3231 2.6985
H 4.8917 -2.7132 2.2241
H 2.7493 -2.4704 1.4747
H 2.0778 -3.9062 1.1886
C 0.2891 2.7254 3.9069
O 0.3598 1.4360 4.4131
C -0.5352 1.2359 5.5087
C -1.6165 0.2166 5.2065
C -2.7402 0.8808 4.3809
N -2.2294 -0.3179 6.4103
H -0.7193 3.0040 3.5426
H 0.7944 2.7134 2.9287
H 0.6870 3.5261 4.5327
H 0.1645 0.7579 6.2169
H -0.8352 2.1723 5.9819
H -1.2479 -0.6240 4.6237
H -3.1962 1.7097 4.9286
H -3.4294 0.0985 4.0772
H -2.2810 1.3779 3.5234
H -2.6795 0.3424 7.0498
H -1.6053 -0.7620 7.0930
C 1.8829 8.2252 -9.0526
O 2.1267 7.9659 -7.7033
C 1.3835 6.9060 -7.1807
C 1.1542 7.1458 -5.7022
N 0.3437 6.0125 -5.1824
C 0.4723 5.8862 -3.7250
C 0.2348 4.5058 -3.2190
O -1.1160 4.1758 -3.4882
C -1.4340 2.8368 -3.1129
H 1.5620 7.3310 -9.6118
H 2.8012 8.5096 -9.6023
H 1.2171 9.0741 -9.2777
H 1.7804 5.9237 -7.4477
H 0.3633 6.9095 -7.6174
H 0.5483 8.0375 -5.4875
H 2.0618 7.2770 -5.1148
H -0.6380 6.2117 -5.3337
H -0.2676 6.5575 -3.2559
H 1.4238 6.2558 -3.3376
H 0.3970 4.5766 -2.1255
H 0.9458 3.7899 -3.6367
H -0.8072 2.1066 -3.6461
H -2.4838 2.6788 -3.3284
H -1.1908 2.7154 -2.0441
C -1.7746 3.8514 -10.3145
O -1.6528 3.1403 -9.1953
C -0.8721 3.8367 -8.1858
C -0.1380 2.7697 -7.3843
N 0.8902 3.3405 -6.5312
C 1.6546 2.3992 -5.7687
C 2.1458 1.1537 -6.4897
O 3.0524 0.5362 -5.6000
C 3.3610 -0.8080 -5.8069
H -0.7897 4.2483 -10.6055
H -2.3393 4.7698 -10.0809
H -2.2323 3.3436 -11.1482
H -1.6455 4.3374 -7.5840
H -0.1432 4.4952 -8.6734
H 0.3035 2.0171 -8.0532
H -0.9237 2.1494 -6.8716
H 0.5435 4.1242 -5.9465
H 0.9383 1.9102 -5.0592
H 2.3936 2.8863 -5.1402
H 2.6494 1.3273 -7.4599
H 1.2415 0.5469 -6.6779
H 3.7007 -1.3016 -4.9031
H 4.1002 -0.9076 -6.6149
H 2.4533 -1.3475 -6.1412
C 2.2766 -1.0213 -2.0981
O 2.4747 0.4122 -2.0491
C 3.2743 0.9783 -1.0599
C 2.6325 1.1361 0.3143
N 1.9929 -0.0847 0.8652
C 0.6907 0.0215 1.4598
C 0.2228 -1.3775 1.7953
O -1.0893 -1.2448 2.2457
C -1.7513 -2.4764 2.2711
H 3.1350 -1.5841 -1.7232
H 2.0530 -1.2621 -3.1467
H 1.3442 -1.3216 -1.5826
H 3.4947 2.0003 -1.4003
H 4.3104 0.6068 -0.9567
H 1.9333 1.9859 0.4259
H 3.4140 1.4262 1.0532
H 2.0326 -0.9224 0.3083
H -0.0787 0.4559 0.7913
H 0.7121 0.6644 2.3389
H 0.8765 -1.7667 2.5849
H 0.2316 -2.0150 0.9044
H -2.6338 -2.4333 2.9265
H -1.1751 -3.2716 2.7804
H -2.0852 -2.8153 1.2827